Here is a molecular structure, C26H23F3NO8S3 at a distorted geometry from the Open Molecules 2025 dataset. Energies are from ωB97M-V/def2-TZVPD.

Computed properties:
M = 630.66 g mol⁻¹
HOMO = -0.1901 hartree
Relative energy (zero: lowest compared OMol25 entry of this formula, charge and spin) = 3.477 eV
Net charge = -1

Element x y z (Å)
S: -1.181 -1.808 0.208
S: -5.053 -1.657 -1.750
S: -5.315 -0.093 0.540
F: -1.055 -4.055 1.952
F: -1.757 -4.635 -0.051
F: -3.121 -3.609 1.305
O: -1.053 1.804 -0.405
O: 0.104 -1.289 2.614
O: -6.413 0.779 0.799
O: -1.846 1.099 1.600
O: -3.960 -2.591 -1.651
O: -4.060 0.397 0.012
O: -4.929 -0.529 -2.635
O: 0.335 0.954 2.378
N: -5.884 -1.361 -0.337
C: 1.276 -4.055 -0.419
C: -1.859 -3.725 0.919
C: -0.830 3.067 2.630
C: -5.708 -1.449 4.380
C: -8.997 -3.572 -1.336
C: -0.965 1.537 2.658
C: -3.416 -1.762 3.705
C: 1.198 -2.688 -0.140
C: -7.886 -4.410 -1.505
C: -3.704 -1.130 2.502
C: 1.083 -4.492 -1.735
C: -8.868 -2.192 -1.558
C: -7.661 -1.683 -1.999
C: -1.128 0.934 0.409
C: -5.995 -0.821 3.164
C: -0.254 -0.337 0.391
C: 0.171 -0.345 1.882
C: -4.435 -1.961 4.645
C: -6.559 -2.541 -2.248
C: 0.747 -3.591 -2.758
C: 0.982 -1.739 -1.199
C: -6.650 -3.902 -1.921
C: 0.702 -2.219 -2.483
C: -5.004 -0.765 2.170
C: 0.833 -0.300 -0.756
C: -1.529 1.041 3.987
H: 0.513 -3.938 -3.781
H: -6.497 -1.536 5.133
H: -1.788 3.540 2.904
H: 0.441 -1.486 -3.263
H: 0.470 0.308 -1.584
H: -2.393 -2.101 3.906
H: -9.663 -1.479 -1.320
H: -5.746 -4.509 -1.931
H: -0.532 3.441 1.638
H: -7.502 -0.608 -2.020
H: -0.073 3.355 3.368
H: -2.617 1.164 3.991
H: -9.944 -3.979 -0.982
H: 1.778 0.085 -0.345
H: -4.216 -2.485 5.582
H: -1.101 1.610 4.835
H: -1.284 -0.025 4.084
H: 1.482 -4.763 0.400
H: -2.921 -0.936 1.774
H: -6.957 -0.355 2.971
H: 1.168 -5.562 -1.945
H: 1.301 -2.341 0.896
H: -7.980 -5.473 -1.257

Cartesian forces (eV/Å) of the 6 atoms listed first:
-5.9 -2.1 -2.7
-2.4 -0.8 0.2
0.1 -2.2 -0.6
-0.9 -0.3 -0.6
0.0 1.4 0.8
1.4 -0.1 -0.6

natural (NBO) population analysis, charges in e, atoms 1 to 2:
1. S 0.0531
2. S 2.2911